[1]
This record from the OMol25 dataset describes C16H14AuN2O2Se as an isolated structure. The level of theory is ωB97M-V/def2-TZVPD.

Geometry as XYZ:
```
36
Properties=species:S:1:pos:R:3
Au 0.594 0.647 -0.441
Se 2.245 2.347 -0.864
O 1.742 -0.142 1.007
O -0.580 1.381 -1.909
N -1.038 -1.123 -0.613
N -0.945 -0.121 1.961
C -0.651 1.314 -4.241
C -0.790 0.677 -2.988
C 3.441 1.662 3.654
C 1.330 0.915 4.485
C -1.440 -1.942 0.512
C -1.554 -1.297 -4.203
C -1.401 -0.660 -5.413
C 1.930 0.488 2.164
C 3.152 1.135 2.412
C 2.535 1.553 4.709
C 1.002 0.411 3.228
C -1.485 -1.412 -1.766
C -1.987 -1.058 1.640
C -0.943 0.663 -5.416
C -0.273 -0.282 3.016
C -1.243 -0.668 -2.990
H -0.555 -2.457 0.896
H -2.274 -1.693 2.493
H -0.287 2.333 -4.229
H 3.835 1.220 1.579
H -1.922 -2.318 -4.172
H 4.388 2.166 3.810
H -1.633 -1.168 -6.340
H -2.867 -0.520 1.280
H -0.589 -1.007 3.788
H 2.770 1.959 5.685
H 0.613 0.809 5.294
H -2.123 -2.301 -1.884
H -2.187 -2.691 0.216
H -0.811 1.181 -6.359
```

Results
Total energy, eV: -92932.8997
Kohn-Sham gap, eV: 6.02
E_HOMO, eV: -3.30
Charge: -1

[2]
This record from the OMol25 dataset describes C16H14BrF6N8O3PY as an isolated structure. The level of theory is ωB97M-V/def2-TZVPD.

Geometry as XYZ:
```
50
Properties=species:S:1:pos:R:3
Y -0.074 -0.121 0.720
Br -7.523 5.174 -3.895
P -1.474 -2.758 0.327
F -1.862 -1.674 1.498
F -0.822 -3.513 -0.899
F 0.171 -2.322 0.791
F -1.427 -3.954 1.309
F -2.943 -2.922 -0.147
F -1.351 -1.284 -0.658
O 3.719 0.008 1.903
O -1.217 0.941 2.150
O 1.616 0.395 2.123
N 1.166 -1.226 -1.951
N 4.374 -1.227 -0.355
N 2.542 -1.400 -1.734
N -3.026 5.981 1.185
N -3.513 6.669 0.319
N 2.246 -0.311 0.222
N -0.686 1.977 -0.238
N 2.613 0.032 1.467
C -2.258 2.915 2.948
C -1.394 2.734 0.647
C 3.101 -0.978 -0.594
C -1.572 4.528 -0.948
C -2.573 4.735 1.363
C -2.685 4.189 2.659
C -0.871 3.750 -1.837
C -1.867 4.020 0.329
C -4.720 7.192 -1.647
C -1.623 2.138 1.957
C -5.630 6.864 -2.630
C -0.450 2.474 -1.442
C -5.091 5.024 -0.575
C -6.010 4.713 -1.549
C -4.433 6.260 -0.641
C -6.270 5.625 -2.579
H 1.037 -0.798 -2.864
H -6.545 3.777 -1.517
H 4.807 -0.894 0.496
H 3.084 -1.967 -2.377
H -4.226 8.151 -1.637
H -3.154 4.795 3.422
H -4.911 4.335 0.237
H -0.632 4.111 -2.824
H 4.927 -1.771 -0.999
H 0.698 -2.133 -1.941
H -2.393 2.490 3.930
H 0.110 1.847 -2.128
H -5.861 7.560 -3.419
H -1.877 5.525 -1.231
```

Results
Spin multiplicity: 2
Total energy, eV: -131552.9726
Kohn-Sham gap (alpha / beta), eV: 6.33 / 6.50
E_HOMO (alpha / beta), eV: -13.37 / -14.16
Charge: +2